1.
# C13H29N3O5S

A 6-piece molecular cluster, C13H29N3O5S overall (the ωB97M-V functional and the def2-TZVPD basis, the Open Molecules 2025 dataset).

Calculated values
Multiplicity: 2
Net charge: -1
Orbital gap (alpha / beta): 0.0779 / 0.3669 Eh
Highest occupied orbital energy (alpha / beta): 0.2 / -7.7 eV

```
51
C13H29N3O5S | the Open Molecules 2025 dataset | the ωB97M-V functional and the def2-TZVPD basis
C -0.6306 -2.3762 2.6029
C -1.6653 -1.2001 2.9071
O -1.1090 -0.1664 3.7520
H -0.1186 -2.6566 3.5234
H 0.0856 -2.0848 1.8345
H -1.1225 -3.2674 2.2131
H -2.5270 -1.5555 3.4722
H -1.9973 -0.7516 1.9708
H -1.7899 0.4908 3.9133
C -3.7660 6.1012 3.0721
C -3.8627 4.6132 3.2688
O -2.7962 3.9000 2.6383
H -4.2248 6.3941 2.1277
H -2.7141 6.3788 3.0046
H -4.1001 6.6331 3.9629
H -4.7714 4.1894 2.8414
H -3.7740 4.5159 4.3508
H -2.0451 3.9974 3.2282
C -2.3859 -0.7948 -1.3483
C -2.4307 -2.2250 -1.0256
N -2.4692 -3.3713 -0.8835
H -2.0030 -0.6581 -2.3597
H -1.9838 -0.1250 -0.5882
H -3.4290 -0.5206 -1.5058
C -0.2508 1.7318 1.3450
C 0.3873 0.5697 0.7058
N 0.7967 -0.4289 0.2968
H -0.3950 2.4832 0.5687
H 0.3554 2.0877 2.1781
H -1.2713 1.5468 1.6802
C 3.2477 2.2775 0.2759
C 4.4097 2.9496 -0.3627
N 5.3106 3.4141 -0.8860
H 3.2300 1.2568 -0.1063
H 2.3290 2.7942 -0.0016
H 3.5510 2.1241 1.3116
O 4.1440 -3.1471 -5.1504
S 2.8911 -3.8662 -5.0172
O 2.8459 -5.2250 -5.5172
O 2.4479 -3.9442 -3.4538
C 2.8721 -2.9390 -2.6114
C 2.3566 -3.2727 -1.2376
C 1.4850 -2.9202 -5.6665
H 2.5282 -1.9555 -2.9318
H 3.9554 -2.8194 -2.5961
H 2.8612 -4.1772 -0.8978
H 1.2769 -3.3927 -1.1484
H 2.5867 -2.4703 -0.5366
H 1.5588 -2.0006 -5.0860
H 0.5622 -3.4330 -5.3952
H 1.5582 -2.7042 -6.7324
```


2.
# C36H93N3O12

A 12-piece molecular cluster, C36H93N3O12 overall (the ωB97M-V functional and the def2-TZVPD basis, the Open Molecules 2025 dataset).

Calculated values
Multiplicity: 2
Net charge: +1
Orbital gap (alpha / beta): 0.2663 / 0.0966 Eh
ΔE to the lowest compared entry with this formula, charge and spin: 0.0 kcal/mol
Highest occupied orbital energy (alpha / beta): -9.5 / -9.5 eV

```
144
C36H93N3O12 | the Open Molecules 2025 dataset | the ωB97M-V functional and the def2-TZVPD basis
O -1.8081 -4.5419 0.6926
H -1.1403 -5.0139 0.1953
H -2.3928 -4.1806 0.0265
O 0.7120 -3.6980 3.3760
H 0.5338 -3.8345 4.3065
H 1.0094 -4.5515 3.0608
O -0.6469 -0.4701 -3.7241
H -0.6640 -0.7433 -4.6413
H -1.5408 -0.6150 -3.4138
O 0.3455 -5.7682 -0.5765
H 1.0818 -5.6749 0.0279
H 0.6910 -5.4814 -1.4218
O 1.4700 -4.3386 -2.6647
H 1.3089 -3.5472 -2.1509
H 2.3943 -4.2832 -2.9074
O -1.4231 -2.4858 2.1730
H -0.6228 -2.8302 2.5694
H -1.7567 -3.2075 1.6400
C -4.9297 0.4392 3.3455
C -5.7172 0.1257 2.0233
C -6.6796 1.3304 1.8003
C -6.0341 2.5725 1.1246
C -5.3090 2.0581 -0.1359
C -4.2139 0.9568 0.1338
N -4.8348 -0.1621 0.8442
O -4.0731 -1.3005 0.9674
C -3.8709 0.5027 -1.3412
C -3.0237 1.5988 0.8092
C -6.6507 -1.0891 2.2344
H -4.3229 1.3441 3.3773
H -4.2046 -0.3721 3.4103
H -5.4870 0.5463 4.2762
H -7.5720 0.9444 1.3077
H -7.1461 1.7159 2.7068
H -5.3231 2.9761 1.8455
H -6.7577 3.3157 0.7898
H -4.9836 2.7981 -0.8670
H -6.0543 1.5589 -0.7552
H -3.6352 1.2436 -2.1051
H -2.9807 -0.1193 -1.2475
H -4.6230 -0.1145 -1.8327
H -2.5914 2.3908 0.1978
H -3.1437 2.0314 1.8025
H -2.2764 0.8109 0.9029
H -7.3457 -0.7987 3.0223
H -6.0283 -1.9734 2.3717
H -7.2679 -1.2802 1.3566
H -3.3652 -1.0677 1.5726
C 0.5256 3.4861 3.3107
C 0.4252 2.3134 4.3741
C 1.8230 2.2252 5.0803
C 2.0538 3.3661 6.0585
C 0.9370 3.3212 7.0384
C -0.4857 3.4892 6.4562
N -0.6552 2.5864 5.3840
O -1.9539 2.4422 4.7999
C -1.4510 3.1940 7.6487
C -0.7622 4.9478 6.1314
C 0.2593 0.9785 3.7530
H 1.1900 4.3036 3.5906
H -0.4611 3.7836 2.9556
H 1.0408 3.1332 2.4174
H 1.9012 1.2441 5.5487
H 2.6636 2.2994 4.3904
H 2.1773 4.3495 5.6049
H 3.0297 3.1689 6.5023
H 1.3558 4.0511 7.7313
H 1.0199 2.4546 7.6942
H -1.3992 2.1525 7.9660
H -1.3770 3.7655 8.5739
H -2.5001 3.2233 7.3545
H -1.8045 5.2257 5.9748
H -0.3400 5.6948 6.8036
H -0.1474 5.0879 5.2423
H 1.0366 0.8058 3.0087
H -0.6490 0.9334 3.1521
H 0.2097 0.1913 4.5054
H -2.2375 1.5994 5.1617
C 4.5431 -0.0681 -6.5050
C 5.5791 -0.4844 -5.4411
C 6.7357 0.4660 -5.6448
C 7.7222 0.4764 -4.4869
C 6.9656 0.7151 -3.1217
C 5.8447 -0.3693 -2.8525
N 4.9697 -0.4019 -4.0883
O 3.9657 -1.2261 -3.8788
C 6.5659 -1.7217 -2.4307
C 5.0087 0.1376 -1.6548
C 6.0404 -1.9167 -5.7095
H 4.8941 -0.2092 -7.5272
H 4.2452 0.9697 -6.3554
H 3.6810 -0.7342 -6.4708
H 7.3643 0.1375 -6.4725
H 6.4406 1.4808 -5.9116
H 8.4910 1.2284 -4.6642
H 8.2862 -0.4559 -4.4574
H 6.5759 1.7322 -3.0787
H 7.7335 0.6230 -2.3537
H 7.2522 -2.1792 -3.1433
H 7.1769 -1.5104 -1.5531
H 5.8851 -2.5476 -2.2246
H 4.5341 1.0798 -1.9291
H 4.3086 -0.6498 -1.3757
H 5.6031 0.3600 -0.7686
H 6.1839 -2.1761 -6.7584
H 5.4424 -2.7298 -5.2979
H 6.9591 -2.0733 -5.1442
H 3.3164 -0.5294 -3.7578
C 1.5592 2.4757 -4.8833
C 0.7089 2.6757 -3.5848
C 1.4905 2.3175 -2.4282
O 0.3358 4.0043 -3.5963
H 2.3723 3.1764 -5.0731
H 0.8423 2.5588 -5.7002
H 1.7662 1.4075 -4.9475
H -0.2279 2.1191 -3.6095
H 1.6449 1.2408 -2.3575
H 1.0746 2.6716 -1.4850
H 2.3988 2.9070 -2.5531
H 1.0952 4.5904 -3.6317
C -3.9430 -5.0599 -2.5566
C -4.4514 -3.8379 -1.8085
C -5.3727 -4.0914 -0.6309
O -3.3354 -3.1711 -1.2620
H -4.7851 -5.7065 -2.8033
H -3.3035 -5.6894 -1.9379
H -3.6193 -4.7944 -3.5631
H -4.8634 -3.1718 -2.5665
H -4.8081 -4.4318 0.2372
H -6.0593 -4.9285 -0.7574
H -5.9760 -3.2790 -0.2259
H -3.6443 -2.4446 -0.7158
C -0.2718 -0.5933 -0.4547
C 1.1387 -1.0732 -0.7104
C 1.4292 -2.4551 -0.1170
O 1.2144 -1.2845 -2.0858
H -1.0133 -1.3512 -0.7074
H -0.5252 0.3477 -0.9430
H -0.4046 -0.4914 0.6223
H 1.8920 -0.3203 -0.4786
H 0.5532 -3.0992 -0.1940
H 1.5946 -2.3309 0.9532
H 2.2181 -2.9784 -0.6572
H 0.4297 -0.8660 -2.4473
```